(1)
Below is 6 unconnected molecules or ions with the total composition C28H56BNO21, with properties calculated with ωB97M-V/def2-TZVPD.

XYZ file:
```
107
Properties=species:S:1:pos:R:3
C 3.3713 4.2528 1.0376
C 2.7081 4.7637 -0.3247
O 2.5712 3.9288 -1.2651
O 2.2825 6.0940 -0.5968
C 1.7179 6.7367 0.5797
C 0.3489 6.0124 1.0276
C -0.7851 7.1416 1.2247
C -1.9667 7.0751 0.0961
C -3.3440 6.9383 0.9053
O -4.5272 6.7806 0.0757
C -4.5349 5.5415 -0.6169
O -4.8723 5.5689 -1.8314
O -4.2273 4.2764 -0.0429
B -5.1326 3.9094 1.0260
N -6.1168 4.8015 1.7142
O -5.0427 2.5335 1.5179
H 4.3171 3.6411 0.7783
H 2.6337 3.5686 1.5883
H 3.7186 5.1251 1.7106
H 1.5093 7.8343 0.2851
H 2.4346 6.7779 1.4675
H -0.0171 5.2124 0.2871
H 0.4850 5.5055 2.0505
H -1.2804 6.9437 2.2542
H -0.3783 8.2082 1.2581
H -1.7768 6.2113 -0.6358
H -1.9622 8.0567 -0.5009
H -3.2282 6.0320 1.6199
H -3.4793 7.8547 1.5875
H -6.7008 5.3428 1.0604
H -5.5534 5.4779 2.2650
H -4.1434 2.5075 1.9259
C 1.7778 -3.0785 0.6164
C 2.7988 -2.5757 -0.3860
O 2.1730 -1.8516 -1.4540
C 1.7401 -0.6172 -1.1479
O 1.8370 -0.0763 -0.0712
O 1.1529 -0.0967 -2.2374
C 0.5497 1.1780 -2.0115
H 1.0067 -3.6706 0.1175
H 2.2577 -3.6895 1.3846
H 1.2672 -2.2499 1.1143
H 3.3032 -3.4314 -0.8426
H 3.5709 -1.9648 0.0906
H 1.2666 1.8875 -1.5935
H -0.3141 1.0684 -1.3511
H 0.2047 1.5621 -2.9720
C 1.4267 -6.7294 7.5066
C 2.2162 -5.6919 6.7314
O 1.8407 -5.6724 5.3477
C 0.6572 -5.1010 5.0733
O -0.0978 -4.6074 5.8776
O 0.4410 -5.1969 3.7509
C -0.8405 -4.7206 3.3427
H 1.5245 -7.7138 7.0429
H 1.7727 -6.7849 8.5414
H 0.3602 -6.4901 7.5194
H 3.2773 -5.9525 6.7624
H 2.1174 -4.6942 7.1690
H -1.0082 -3.6955 3.6794
H -1.6220 -5.3830 3.7220
H -0.8733 -4.7348 2.2529
C 6.6068 -4.7778 -3.9292
C 6.3462 -3.7869 -2.8109
O 6.9072 -4.2374 -1.5701
C 8.2418 -4.1372 -1.4635
O 8.9919 -3.7029 -2.3056
O 8.6061 -4.6303 -0.2680
C 10.0185 -4.6810 -0.0747
H 6.2470 -5.7723 -3.6547
H 6.1130 -4.4600 -4.8505
H 7.6760 -4.8738 -4.1348
H 5.2679 -3.7010 -2.6529
H 6.7151 -2.7873 -3.0582
H 10.4760 -3.7026 -0.2354
H 10.4588 -5.4259 -0.7415
H 10.2050 -4.9845 0.9558
C -7.6651 1.7057 3.0799
C -8.1011 0.9692 1.8286
O -8.8300 -0.2253 2.1478
C -10.0871 -0.0430 2.5801
O -10.6467 1.0200 2.7142
O -10.6117 -1.2467 2.8671
C -11.9151 -1.1818 3.4424
H -7.0964 1.0443 3.7383
H -7.0510 2.5705 2.8248
H -8.5253 2.0600 3.6544
H -7.2148 0.6539 1.2721
H -8.6879 1.6092 1.1629
H -12.5995 -0.6122 2.8104
H -11.8594 -0.7438 4.4417
H -12.2935 -2.2006 3.5309
C 2.4260 -1.4867 -4.9512
C 1.0890 -1.1964 -5.6043
O 1.2519 -0.5084 -6.8529
C 1.6858 -1.2571 -7.8785
O 1.9394 -2.4385 -7.8401
O 1.8185 -0.4615 -8.9533
C 2.3796 -1.1189 -10.0878
H 3.0076 -0.5686 -4.8384
H 2.2855 -1.9439 -3.9697
H 3.0268 -2.1687 -5.5591
H 0.5109 -0.5329 -4.9561
H 0.4973 -2.1060 -5.7429
H 1.8116 -2.0143 -10.3483
H 3.4251 -1.3694 -9.8934
H 2.3395 -0.4272 -10.9298
```

Output
- HOMO level: -10.56 eV
- DFT total energy: -75109.3102 eV
- Charge: 0
- LUMO level: -0.14 eV
- Max |F|: 0.106 Eh/bohr

***

(2)
Below is 6 unconnected molecules or ions with the total composition C28H56Br2FN7O10P3, with properties calculated with ωB97M-V/def2-TZVPD.

XYZ file:
```
107
Properties=species:S:1:pos:R:3
C -2.9397 2.9043 -2.7581
C -1.4806 3.3461 -2.2729
C -0.9726 2.4673 -1.0063
C 0.5207 1.9573 -1.1789
C 1.4726 3.2262 -1.3516
P 1.1054 0.5989 0.0056
N 1.9040 -0.6545 1.0519
C 2.9324 0.7738 -0.7237
O 2.9690 0.6528 -2.1959
O 4.1511 1.2712 -2.6288
C 1.3660 1.6748 1.5632
F 0.7375 2.9784 1.5306
C 0.8997 1.0927 2.9617
C -0.0848 2.0756 3.7637
O -0.4925 0.1200 0.5685
C -0.9277 -1.2183 0.2072
C -1.0427 -1.9282 1.5920
P 0.0514 -2.9599 2.6033
O -0.2156 -2.6878 4.1057
O -0.4529 -4.6018 2.4747
O 1.7016 -3.0052 2.4928
C -2.4947 -1.0048 -0.1846
P -3.6301 -0.1847 1.0573
O -4.0997 -1.0674 2.2041
O -5.0361 0.2191 0.1655
O -3.0757 1.2840 1.6568
C -0.1322 -1.5728 -1.1270
C -0.7253 -0.9646 -2.5381
N 0.2798 -0.7148 -3.5511
C -0.1383 0.1649 -4.6515
C 0.4377 -2.9767 -1.5549
Br -0.4920 -3.9138 -3.1076
C 0.5493 -4.1952 -0.5613
C 1.4636 -5.3026 -1.3298
Br -1.2617 -5.0637 -0.5093
O 1.0672 -0.7403 -1.1434
H -3.1605 3.3001 -3.7929
H -2.9897 1.7785 -2.6999
H -3.7198 3.3413 -2.0677
H -0.7244 3.2984 -3.1173
H -1.5590 4.4278 -1.9788
H -1.7427 1.6300 -0.9748
H -1.1602 3.1175 -0.1103
H 0.5244 1.4927 -2.2208
H 2.1674 3.3871 -0.4661
H 0.9326 4.1992 -1.4906
H 2.1292 3.0802 -2.2691
H 2.0947 -1.5159 0.5551
H 2.7001 -0.3123 1.5950
H 3.4839 1.6757 -0.3397
H 3.5816 -0.1150 -0.4343
H 4.0088 1.5571 -3.5506
H 2.4863 1.8793 1.6287
H 0.4417 0.0806 2.9792
H 1.8314 1.0388 3.6192
H -0.3642 1.5033 4.7066
H 0.4671 3.0059 4.1067
H -1.0162 2.3165 3.1946
H -2.0214 -2.5246 1.5765
H -1.2955 -1.0850 2.3211
H 0.3544 -5.1476 2.5310
H 2.1224 -3.1849 3.3522
H -2.6703 -0.3675 -1.0885
H -2.8762 -2.0496 -0.4294
H -4.9211 -0.1868 -0.7132
H -3.6619 1.5649 2.3894
H -1.0651 0.0825 -2.2203
H -1.7096 -1.4245 -2.8495
H 0.8499 -1.5013 -3.8372
H 0.5317 1.0898 -4.6104
H 0.0765 -0.3003 -5.6670
H -1.2014 0.5264 -4.5966
H 1.4738 -2.7914 -1.9830
H 1.0623 -4.0900 0.4162
H 0.8506 -6.1791 -1.6818
H 2.0859 -4.8396 -2.1469
H 2.2128 -5.7392 -0.5953
C 6.0097 -5.8703 -0.2688
C 4.8429 -5.1149 0.1863
N 3.9272 -4.5210 0.5437
H 5.7737 -6.9276 -0.4028
H 6.3804 -5.4950 -1.2242
H 6.8308 -5.8072 0.4473
C 4.7956 -0.5602 5.2630
C 4.4273 -0.5071 3.8489
N 4.1337 -0.4674 2.7396
H 5.8706 -0.4308 5.4012
H 4.2959 0.2236 5.8351
H 4.5213 -1.5165 5.7119
C -5.9539 1.6642 5.2369
C -4.6466 2.0912 4.7411
N -3.6190 2.4269 4.3502
H -6.6143 2.5162 5.4078
H -6.4519 1.0013 4.5270
H -5.8658 1.1241 6.1810
C -3.4862 -0.8793 -5.1088
C -4.3172 -0.9870 -3.9115
N -4.9694 -1.0713 -2.9702
H -2.6103 -0.2541 -4.9308
H -3.1278 -1.8572 -5.4354
H -4.0390 -0.4387 -5.9405
C -0.0939 7.5021 -0.0667
C -0.1305 6.7820 -1.3387
N -0.1558 6.2101 -2.3347
H 0.9252 7.5884 0.3139
H -0.4917 8.5135 -0.1684
H -0.6851 6.9934 0.6971
```

Output
- HOMO level: -3.89 eV
- DFT total energy: -231514.0671 eV
- ΔE to the lowest compared entry with this formula, charge and spin: 92.1 kcal per mole
- Charge: -1
- LUMO level: 2.09 eV
- Max |F|: 0.130 Eh/bohr

***

(3)
Below is a molecular structure, C28H56Cu2O18S3, with properties calculated with ωB97M-V/def2-TZVPD.

XYZ file:
```
107
Properties=species:S:1:pos:R:3
Cu 16.2556 3.7429 -13.0001
Cu 12.0054 1.2118 -18.8169
S 13.9674 2.2630 -15.6036
O 15.4116 2.4169 -15.6293
O 13.6371 2.7305 -14.2867
O 13.3730 3.0466 -16.6412
O 13.5538 0.9446 -15.8708
C 9.6712 6.5881 -20.9304
C 8.3137 5.8228 -20.8262
C 8.4695 4.7251 -19.7521
O 9.9371 4.6095 -19.6174
C 10.4707 5.9883 -19.7145
H 9.7210 7.6729 -20.8365
H 10.3069 6.2121 -21.7319
H 8.1063 5.2988 -21.7592
H 7.4437 6.4709 -20.7199
H 7.8917 3.8525 -20.0570
H 8.0001 4.9756 -18.8008
H 11.5488 6.0283 -19.8703
H 10.3168 6.5198 -18.7754
C 14.1444 2.7672 -7.5340
C 15.7016 2.9954 -7.4201
C 15.9071 4.1379 -8.4436
O 15.0690 3.7148 -9.5156
C 13.7967 3.3121 -8.9234
H 13.6060 3.2724 -6.7321
H 13.8257 1.7248 -7.5342
H 16.2240 2.1095 -7.7813
H 15.9489 3.2531 -6.3903
H 16.9857 4.2713 -8.5274
H 15.5776 5.1264 -8.1237
H 13.2092 2.5403 -9.4207
H 13.1508 4.1898 -8.9027
C 15.3036 9.3558 -13.2920
C 14.9679 9.1456 -14.7512
C 14.6512 7.6406 -14.8976
O 15.0829 7.1127 -13.6159
C 14.7329 8.0565 -12.6494
H 14.8238 10.2717 -12.9473
H 16.3754 9.4708 -13.1304
H 15.8292 9.0876 -15.4167
H 14.2375 9.7431 -15.2967
H 15.0983 7.1138 -15.7406
H 13.5805 7.4521 -14.9760
H 15.2260 7.8000 -11.7118
H 13.6624 8.1233 -12.4556
C 19.3740 -1.0817 -11.0489
C 17.9108 -1.4733 -10.6976
C 17.0692 -0.5525 -11.5912
O 17.8392 0.6021 -11.7640
C 19.2463 0.2042 -11.8725
H 19.8018 -1.8249 -11.7218
H 20.0515 -1.1199 -10.1960
H 17.7668 -1.3108 -9.6295
H 17.6588 -2.5138 -10.9024
H 16.1473 -0.2108 -11.1205
H 16.9656 -0.8861 -12.6237
H 19.8240 1.0243 -11.4462
H 19.6282 0.0881 -12.8868
C 13.9799 4.0543 -23.8520
C 14.9076 4.7823 -22.8311
C 15.0517 3.8083 -21.7036
O 13.8039 3.0858 -21.7262
C 13.2161 2.9811 -22.9969
H 14.5007 3.4928 -24.6276
H 13.2244 4.6914 -24.3116
H 14.3253 5.6779 -22.6144
H 15.8920 4.9964 -23.2474
H 15.1733 4.3735 -20.7795
H 15.9720 3.2252 -21.7362
H 12.1550 3.2070 -22.8908
H 13.3070 2.0179 -23.4990
C 8.1704 -0.4936 -14.8472
C 8.5404 0.7819 -14.1118
C 8.6932 1.8847 -15.1438
O 8.9762 1.1439 -16.3303
C 8.1852 -0.1227 -16.3589
H 7.1680 -0.8735 -14.6499
H 8.8372 -1.3066 -14.5597
H 9.4640 0.6735 -13.5432
H 7.8259 1.0082 -13.3205
H 9.5082 2.5829 -14.9529
H 7.8061 2.5180 -15.1338
H 8.6910 -0.9252 -16.8959
H 7.1961 -0.0694 -16.8138
C 12.0674 -4.4258 -15.3837
C 13.5951 -4.3947 -15.5141
O 14.1299 -3.9453 -14.2819
S 13.0385 -4.0617 -13.0125
O 12.6499 -2.7267 -12.5181
O 13.3681 -5.0637 -12.0083
O 11.8389 -4.6369 -14.0336
H 11.6103 -5.1803 -16.0240
H 11.6621 -3.4322 -15.5749
H 13.8650 -3.6328 -16.2454
H 14.1120 -5.2699 -15.9078
C 18.0654 -1.0110 -18.1766
C 19.4733 -0.6145 -18.5597
O 20.3658 -1.5570 -18.0010
S 19.5769 -2.7164 -17.1236
O 20.3556 -2.8851 -15.8605
O 19.2252 -3.9327 -17.8684
O 18.3326 -1.6589 -16.8856
H 17.5643 -1.7915 -18.7490
H 17.3097 -0.2256 -18.1890
H 19.6342 0.4329 -18.3045
H 19.5128 -0.6869 -19.6466
```

Output
- HOMO level (spin up / spin down): -13.03 / -13.03 eV
- DFT total energy: -188551.8721 eV
- ⟨S²⟩: 2.02
- ΔE to the lowest compared entry with this formula, charge and spin: 231.3 kcal per mole
- Charge: +2
- LUMO level (spin up / spin down): -7.49 / -10.98 eV
- 2S+1: 3
- Max |F|: 0.083 Eh/bohr

***

(4)
Below is 14 unconnected molecules or ions with the total composition C28H56O56S14, with properties calculated with ωB97M-V/def2-TZVPD.

XYZ file:
```
154
Properties=species:S:1:pos:R:3
C -1.3071 -0.5903 -0.5168
C -1.5832 0.0489 0.7522
O -0.4166 0.7837 1.0993
S 0.6975 0.8837 -0.1113
O 1.9066 0.0701 0.2069
O 0.9592 2.2697 -0.5314
O -0.3125 0.2212 -1.1817
H -2.1429 -0.7560 -1.1966
H -0.8500 -1.5548 -0.2957
H -1.8455 -0.7195 1.4794
H -2.5240 0.5990 0.7700
C -2.5755 5.2344 -3.9448
C -3.4360 5.7092 -2.7530
O -4.7436 5.5880 -3.2301
S -4.9055 4.8044 -4.6862
O -5.9897 5.4612 -5.4687
O -4.9827 3.3483 -4.5210
O -3.3968 5.2244 -5.1078
H -2.0927 4.2874 -3.7033
H -1.8027 5.9748 -4.1512
H -3.2863 6.7805 -2.6188
H -3.3407 5.1310 -1.8339
C -0.0245 -1.7992 -7.4740
C 0.9295 -2.5906 -8.3089
O 0.7931 -1.9349 -9.5375
S -0.7109 -1.4676 -9.8004
O -1.4547 -2.4075 -10.6436
O -0.7884 -0.0748 -10.1403
O -1.1313 -1.5716 -8.1975
H 0.3696 -0.8198 -7.2028
H -0.3330 -2.3403 -6.5795
H 0.7411 -3.6625 -8.3680
H 1.8224 -2.2723 -7.7707
C 10.8374 -0.8366 -2.0954
C 10.5774 -2.3016 -2.5664
O 10.0361 -3.0390 -1.4671
S 9.5070 -2.0654 -0.2453
O 10.5105 -2.0947 0.8044
O 8.0966 -2.2566 0.0608
O 9.7607 -0.7321 -1.1859
H 10.5373 -0.2461 -2.9611
H 11.7385 -0.6362 -1.5158
H 11.4726 -2.8489 -2.8617
H 9.8378 -2.3133 -3.3671
C -5.2047 -9.2847 -2.3546
C -3.9013 -9.2395 -1.5118
O -2.9130 -8.7061 -2.3952
S -3.5698 -7.5424 -3.4127
O -2.8286 -7.4780 -4.6587
O -3.9211 -6.3560 -2.7043
O -4.9516 -8.4917 -3.5067
H -6.1327 -9.0119 -1.8521
H -5.3596 -10.3281 -2.6296
H -3.6579 -10.2712 -1.2581
H -3.9474 -8.7478 -0.5401
C 2.9606 7.6410 2.4932
C 3.3199 8.5865 3.5547
O 4.2935 9.4723 2.9117
S 3.6909 9.9140 1.4563
O 4.6998 10.0913 0.4540
O 2.7397 11.0171 1.6130
O 2.8467 8.4269 1.3303
H 2.0079 7.1636 2.7224
H 3.6507 6.8011 2.4128
H 3.7259 8.0425 4.4075
H 2.4122 9.0495 3.9417
C 7.7187 3.0615 3.6043
C 7.7120 2.2106 4.8655
O 7.6918 3.1663 5.9014
S 8.2418 4.6538 5.4842
O 9.7038 4.6035 5.6366
O 7.5208 5.6942 6.1002
O 7.8187 4.4353 3.9207
H 6.7607 2.9476 3.0971
H 8.6340 2.8743 3.0428
H 8.5747 1.5788 5.0768
H 6.8433 1.5527 4.8421
C -5.9600 5.7718 7.3368
C -7.0822 5.2358 6.4538
O -6.7209 5.6352 5.1977
S -5.0819 5.7473 4.9456
O -4.7644 6.7131 3.8878
O -4.5417 4.4075 4.8816
O -4.9409 6.2600 6.5167
H -5.5510 4.9778 7.9615
H -6.2252 6.5433 8.0598
H -7.8955 5.9117 6.7182
H -7.2197 4.1741 6.6586
C 2.7540 -4.8344 3.2155
C 1.9774 -3.7985 4.0347
O 1.2860 -4.6672 4.8796
S 0.5325 -5.8597 3.9744
O -0.5021 -5.1785 3.1582
O 0.1350 -7.0497 4.7490
O 1.9199 -5.9756 3.0388
H 3.6938 -5.1455 3.6716
H 3.0480 -4.4642 2.2334
H 1.3608 -3.1877 3.3753
H 2.5799 -3.1200 4.6388
C 3.3031 -8.0280 -2.7674
C 2.9680 -7.8828 -4.2112
O 3.3296 -6.6115 -4.6443
S 3.9120 -5.6553 -3.4039
O 2.8584 -4.8952 -2.6401
O 5.1059 -5.0118 -3.9056
O 4.3023 -7.0768 -2.6189
H 3.7962 -8.9848 -2.5960
H 2.4621 -7.9073 -2.0846
H 1.9140 -8.1030 -4.3805
H 3.4890 -8.6326 -4.8066
C -7.2303 -4.9013 1.4826
C -8.7294 -4.6051 1.7522
O -8.7871 -3.4557 2.6492
S -7.2360 -2.9345 3.0326
O -6.7737 -3.7162 4.1567
O -7.0581 -1.4630 3.0454
O -6.6268 -3.6751 1.6751
H -7.1102 -5.1808 0.4359
H -6.7345 -5.6416 2.1105
H -9.1750 -5.4827 2.2205
H -9.1837 -4.3237 0.8022
C 5.7113 1.8846 -5.4660
C 5.7967 3.3282 -4.9495
O 4.6075 3.8580 -5.4805
S 4.0476 3.2337 -6.9058
O 4.7739 3.7576 -8.0643
O 2.5598 3.3512 -6.8033
O 4.5966 1.7328 -6.3099
H 5.4844 1.2621 -4.6005
H 6.5672 1.3926 -5.9281
H 6.6895 3.9134 -5.1697
H 5.5965 3.2462 -3.8811
C 1.1363 0.6086 9.2274
C -0.1679 0.1536 8.5179
O -0.5180 1.3402 7.6811
S 0.7129 2.3414 7.2982
O 0.3878 3.7705 7.2128
O 1.4645 1.7769 6.1632
O 1.4997 1.9444 8.7573
H 2.0409 0.0763 8.9335
H 1.0270 0.4921 10.3056
H -0.9212 -0.2241 9.2093
H 0.0374 -0.6426 7.8023
C -9.4367 1.8496 -1.0078
C -9.7420 0.5273 -1.7088
O -10.2132 0.8720 -2.9739
S -10.9591 2.3422 -3.0095
O -12.3056 2.1768 -2.4919
O -10.7889 3.1107 -4.2504
O -9.9182 2.8793 -1.9320
H -8.3691 1.9666 -0.8215
H -10.0385 1.8379 -0.0991
H -10.4925 -0.1362 -1.2792
H -8.7987 0.0346 -1.9444
```

Output
- HOMO level: -10.92 eV
- DFT total energy: -296273.3948 eV
- ΔE to the lowest compared entry with this formula, charge and spin: 255.7 kcal per mole
- Charge: 0
- LUMO level: -0.40 eV
- Max |F|: 0.095 Eh/bohr

***

Which of these has the highest max |F|?
C28H56Br2FN7O10P3

***

What is the formula in the fourth record?
C28H56O56S14

***

charge of number 4 (C28H56O56S14)?
0

***

Which formula does entry 3 have?
C28H56Cu2O18S3